The following is a DFT calculation (wB97M-V/def2-TZVPD) of a cluster of 13 separate species, C38H57F5N16O8 in total in a non-equilibrium geometry.

Last column: Löwdin charge in e.
CARTESIAN COORDINATES (ANGSTROEM)
1 F 10.4142 14.0623 11.2785  0.013
2 C 9.5450 14.8377 10.5153  -0.262
3 C 8.7346 14.2239 9.5667  -0.027
4 C 7.7569 14.9678 8.9274  -0.072
5 C 7.6720 16.3484 9.2116  -0.089
6 C 8.6658 16.9665 9.9681  -0.071
7 C 9.6636 16.1949 10.6011  -0.019
8 H 8.8756 13.1388 9.3858  0.113
9 H 7.0452 14.5272 8.1527  0.124
10 H 6.8522 16.9113 8.7905  0.095
11 H 8.5876 17.9948 10.1737  0.089
12 H 10.3495 16.6682 11.2371  0.091
13 F 14.4938 8.6128 9.7025  0.049
14 C 13.7355 8.2266 10.7763  -0.288
15 C 12.4869 8.7042 11.0207  -0.050
16 C 11.8039 8.3073 12.1379  -0.089
17 C 12.4647 7.5852 13.1357  -0.074
18 C 13.8141 7.1430 12.9317  -0.065
19 C 14.3825 7.3801 11.6855  -0.025
20 H 12.0671 9.2796 10.1590  0.146
21 H 10.7934 8.6897 12.2522  0.101
22 H 11.9230 7.3721 14.0253  0.082
23 H 14.2309 6.7903 13.8875  0.110
24 H 15.3531 7.0521 11.4586  0.099
25 F 8.4692 9.8380 20.0733  0.024
26 C 8.5079 11.0595 19.4530  -0.258
27 C 7.5598 12.0229 19.7022  -0.041
28 C 7.7203 13.2485 19.1794  -0.116
29 C 8.7948 13.5853 18.4164  -0.066
30 C 9.6474 12.5412 17.9682  -0.062
31 C 9.5212 11.2929 18.5377  -0.029
32 H 6.7084 11.7895 20.3397  0.125
33 H 6.9678 13.9761 19.4484  0.114
34 H 9.0136 14.5591 17.9958  0.103
35 H 10.4552 12.6939 17.2549  0.072
36 H 10.0840 10.4427 18.2180  0.091
37 F 13.3918 11.3225 18.3187  0.070
38 C 14.3461 12.1940 18.6455  -0.321
39 C 14.6845 12.4181 19.9319  -0.015
40 C 15.6820 13.3509 20.1958  -0.105
41 C 16.3114 14.0127 19.2104  -0.094
42 C 15.9387 13.7780 17.8544  -0.058
43 C 14.9755 12.8380 17.5980  -0.053
44 H 14.1395 11.9398 20.7189  0.115
45 H 15.8115 13.6175 21.1982  0.090
46 H 16.9454 14.8566 19.4272  0.098
47 H 16.5771 14.0555 16.9854  0.124
48 H 14.6756 12.5809 16.6001  0.100
49 F 9.8146 17.9733 15.0354  0.025
50 C 9.1084 16.9608 14.4115  -0.280
51 C 9.5325 15.6739 14.4704  -0.023
52 C 8.7048 14.6986 13.9101  -0.069
53 C 7.4811 15.0330 13.2922  -0.062
54 C 7.1782 16.4226 13.1246  -0.067
55 C 8.0306 17.3700 13.6832  -0.036
56 H 10.4760 15.4726 14.9677  0.103
57 H 9.0054 13.6341 14.0413  0.098
58 H 6.9730 14.2478 12.7335  0.091
59 H 6.3150 16.6491 12.5213  0.099
60 H 7.7682 18.4119 13.5804  0.117
61 C 14.1938 13.5803 10.4386  -0.654
62 O 13.6939 12.5366 10.8663  -0.021
63 N 13.5947 14.2981 9.4394  0.177
64 N 15.4464 13.9966 10.7570  0.175
65 H 12.6265 14.1644 9.2781  0.087
66 H 14.0199 15.1966 9.1994  0.107
67 H 15.7216 14.9695 10.5366  0.105
68 H 15.7779 13.6267 11.6651  0.093
69 C 14.2014 16.9557 12.4170  -0.658
70 O 14.5780 17.0890 11.2487  -0.012
71 N 14.8965 17.3617 13.4929  0.158
72 N 12.9520 16.4698 12.8057  0.169
73 H 15.8322 17.7711 13.3602  0.125
74 H 14.4824 17.4219 14.4046  0.065
75 H 12.7799 16.2357 13.7648  0.033
76 H 12.4977 15.8865 12.1321  0.072
77 C 12.8375 15.8682 16.8888  -0.615
78 O 13.2475 16.2641 15.7815  -0.023
79 N 12.6515 14.5549 17.1875  0.196
80 N 12.6653 16.7233 17.9448  0.148
81 H 12.4400 13.9265 16.4666  0.026
82 H 12.0691 14.3741 18.0104  0.115
83 H 12.7810 16.3983 18.9160  0.113
84 H 13.1077 17.6401 17.8408  0.113
85 C 8.3773 10.4468 13.6243  -0.646
86 O 8.8638 11.0054 12.6085  -0.059
87 N 8.7993 10.7623 14.8477  0.206
88 N 7.2858 9.6351 13.4304  0.176
89 H 9.5198 11.4270 14.9184  0.049
90 H 8.3422 10.3001 15.6626  0.105
91 H 7.1134 9.5128 12.4689  0.069
92 H 6.9998 8.9318 14.1028  0.079
93 C 15.7517 11.3344 13.6926  -0.675
94 O 16.0596 12.5410 13.7758  -0.041
95 N 16.1533 10.5016 14.7118  0.148
96 N 15.1357 10.8790 12.6037  0.188
97 H 16.6869 11.0286 15.4326  0.117
98 H 16.4412 9.5805 14.4633  0.081
99 H 14.6329 11.6054 12.0748  0.040
100 H 14.5731 10.0049 12.5145  0.105
101 C 8.0484 8.0254 17.2200  -0.684
102 O 7.7850 8.3249 16.0935  0.036
103 N 7.1396 7.6945 18.1743  0.164
104 N 9.3372 8.1050 17.7256  0.144
105 H 6.1620 7.8683 18.0097  0.109
106 H 7.4572 7.7248 19.1478  0.103
107 H 9.8591 8.1173 16.8560  0.104
108 H 9.7200 7.4913 18.4471  0.118
109 C 6.7521 11.7198 9.4903  -0.774
110 O 6.1570 12.2451 8.6286  0.063
111 N 6.4433 11.8108 10.8217  0.151
112 N 7.7285 10.7901 9.2446  0.145
113 H 5.5567 12.2918 10.9809  0.114
114 H 7.2776 11.6468 11.4445  0.074
115 H 7.9952 10.0949 9.9489  0.097
116 H 7.9796 10.6348 8.2920  0.095
117 C 12.2232 12.6615 14.1894  -0.602
118 O 11.4250 12.7434 15.1599  -0.066
119 N 11.9419 11.6387 13.3510  0.209
120 N 13.3312 13.4220 14.0942  0.208
121 H 12.3648 11.5339 12.4712  0.047
122 H 10.9909 11.2932 13.3397  0.065
123 H 13.9934 13.3557 13.3114  0.076
124 H 13.3264 14.3651 14.5119  0.082

Calculated values
Calculated total energy, hartree: -3459.8741
Highest occupied orbital energy, hartree: -0.3229
Orbital gap, eV: 9.02
Spin multiplicity: 1

The following is a DFT calculation (wB97M-V/def2-TZVPD) of a cluster of 2 separate species, C4H7NO in total in a non-equilibrium geometry.

Last column: Löwdin charge in e.
CARTESIAN COORDINATES (ANGSTROEM)
1 C 2.0862 0.5074 -0.0176  -0.079
2 O 1.3188 -0.7163 -0.0955  -0.200
3 C 0.5235 -0.7553 -1.1215  0.007
4 C -2.0647 -0.3371 0.2777  -0.068
5 C -1.2451 0.8406 0.5562  -0.281
6 N -0.6766 1.8105 0.8278  0.148
7 H 1.4285 1.3518 -0.2183  0.053
8 H 2.8667 0.4260 -0.7730  0.088
9 H 2.5160 0.5696 0.9829  0.092
10 H 0.0997 -1.7910 -1.0552  0.018
11 H -1.4875 -1.1844 -0.0946  0.039
12 H -2.5525 -0.6450 1.2037  0.089
13 H -2.8129 -0.0767 -0.4727  0.094

Calculated values
Calculated total energy, hartree: -286.4711
Highest occupied orbital energy, hartree: -0.3238
Orbital gap, eV: 9.44
Spin multiplicity: 1
Energy above the lowest of the compared OMol25 structures with the same formula, charge and spin, eV: 4.368

The following is a DFT calculation (wB97M-V/def2-TZVPD) of a structure of composition C16H18N4O6 in a non-equilibrium geometry.

Last column: Löwdin charge in e.
CARTESIAN COORDINATES (ANGSTROEM)
1 C -3.9747 -2.7570 -2.5493  -0.082
2 C -3.3672 -2.0114 -1.4495  -0.199
3 C -3.7426 -0.6031 -1.2336  0.060
4 C -3.3495 -0.0325 -0.1358  -0.054
5 C -2.5307 -0.7971 0.6692  -0.097
6 C -2.2094 -2.0144 0.6093  -0.039
7 C -2.7139 -2.7202 -0.3905  0.025
8 H -2.3151 -3.5842 -0.8605  0.126
9 H -1.5283 -2.4068 1.1302  0.066
10 O -2.2176 0.0344 1.9347  -0.077
11 C -1.1048 0.0121 2.6353  -0.127
12 H -1.1664 0.5515 3.3996  0.051
13 H -0.9337 -1.4099 2.8296  0.215
14 C 0.1796 0.2735 1.7856  -0.492
15 O 1.1823 -0.4792 1.6372  0.004
16 N -0.1211 1.2370 1.1082  0.180
17 C 0.9512 1.5068 0.1059  -0.124
18 C 2.2444 1.5570 0.3246  0.039
19 N 2.9524 1.9951 -1.0101  -0.159
20 N 1.9068 2.1800 -1.7613  0.007
21 C 0.7108 2.0128 -1.3895  -0.020
22 H -0.2647 2.2806 -1.6923  0.087
23 C 4.2264 1.8084 -1.2320  -0.219
24 H 4.7650 2.6035 -0.7877  0.089
25 H 4.2733 1.8028 -2.6194  0.223
26 C 4.8596 0.4381 -0.6481  -0.086
27 H 5.8006 0.0550 -0.9991  0.097
28 H 4.8725 0.7223 0.4108  0.091
29 C 3.8307 -0.8531 -0.8300  -0.066
30 C 4.3122 -1.9677 0.1042  -0.772
31 O 5.1890 -2.5846 -0.2207  0.187
32 O 3.5381 -2.0106 1.0330  0.197
33 H 2.8518 -1.3219 1.2541  0.118
34 H 2.8280 -0.7078 -0.8616  0.046
35 H 4.0690 -1.2275 -1.9540  0.160
36 H 2.8845 1.6043 1.1663  0.118
37 H -0.9425 1.7120 0.7769  0.129
38 N -3.7306 1.4136 0.2744  -0.196
39 O -2.8997 2.1757 0.4943  0.125
40 O -4.9127 1.8928 -0.3244  -0.025
41 H -4.4893 -0.2515 -1.7177  0.064
42 H -4.9443 -2.1280 -2.9066  0.133
43 H -4.5220 -3.7652 -2.2986  0.116
44 H -3.2617 -3.0816 -3.3087  0.077

Calculated values
Calculated total energy, hartree: -1290.3749
Highest occupied orbital energy, hartree: -0.3351
Orbital gap, eV: 7.44
Spin multiplicity: 1
Energy above the lowest of the compared OMol25 structures with the same formula, charge and spin, eV: 14.575

The following is a DFT calculation (wB97M-V/def2-TZVPD) of a structure of composition C45H39BBrF15GeN7O3RbS4 in a non-equilibrium geometry.

Last column: Löwdin charge in e.
CARTESIAN COORDINATES (ANGSTROEM)
1 Rb -1.5345 10.2939 22.0529  0.465
2 C 1.9742 12.3576 24.7452  -0.042
3 C 1.1147 13.3841 24.0318  -0.225
4 C 0.4135 14.2718 24.8496  0.069
5 C -0.3283 15.3883 24.3133  -0.228
6 N -0.4589 15.5687 23.0451  0.165
7 N 0.1098 14.5803 22.2710  0.009
8 B -0.1481 14.8596 20.7718  -0.465
9 N -1.4961 15.2570 20.3722  0.069
10 N -1.4072 16.2267 19.3609  0.204
11 C -2.5757 16.6599 18.9362  -0.224
12 C -3.8107 16.3196 19.5001  0.010
13 C -3.9064 15.3514 20.4642  -0.205
14 C -5.2010 15.0572 21.2108  -0.055
15 C -2.6531 14.6646 20.8299  -0.602
16 S -2.7641 13.4364 21.9600  0.778
17 C -2.5831 17.7180 17.8333  -0.542
18 C -3.4673 18.9108 18.3519  -0.038
19 C -1.2166 18.1597 17.4482  -0.086
20 C -3.2999 17.1042 16.5869  -0.033
21 N 0.9563 15.2512 19.8934  -0.016
22 N 1.6840 16.3399 20.3640  0.200
23 C 2.6003 16.8615 19.5619  -0.228
24 C 2.9181 16.2886 18.2831  0.011
25 C 2.2777 15.1250 17.9120  -0.242
26 C 2.5028 14.6847 16.4965  -0.064
27 C 1.4329 14.4649 18.8837  -0.660
28 S 0.9924 12.8313 18.9218  0.661
29 C 3.4035 18.0459 20.0757  -0.549
30 C 4.8998 17.5980 20.1014  -0.036
31 C 3.2357 19.2049 19.0948  -0.052
32 C 2.8572 18.4465 21.4499  -0.076
33 C 0.9306 13.5432 22.6370  -0.609
34 S 1.5616 12.4469 21.4782  0.649
35 C -0.9427 16.4904 25.1852  -0.539
36 C -1.8974 17.3184 24.2785  -0.064
37 C 0.2043 17.4056 25.6495  -0.053
38 C -1.6448 15.7843 26.3530  -0.051
39 H 2.5970 12.7530 25.5226  0.068
40 H 2.5975 11.8008 24.0126  0.069
41 H 1.2898 11.5846 25.1180  0.073
42 H 0.4269 14.0723 25.9258  0.124
43 H -4.7108 16.7279 19.0981  0.105
44 H -5.7298 16.0044 21.4591  0.093
45 H -5.0368 14.5424 22.1282  0.021
46 H -5.9163 14.4751 20.6067  0.068
47 H -2.9118 19.3713 19.1989  0.094
48 H -4.4097 18.5253 18.7834  0.067
49 H -3.5515 19.6351 17.5199  0.085
50 H -0.6153 18.4965 18.3182  0.083
51 H -1.1603 19.0487 16.8055  0.082
52 H -0.5747 17.3592 17.0207  0.092
53 H -4.3240 16.7853 16.8323  0.083
54 H -2.7525 16.2520 16.2029  0.083
55 H -3.3405 17.8771 15.8069  0.081
56 H 3.5819 16.7808 17.5827  0.107
57 H 1.7351 15.1306 15.7977  0.103
58 H 2.4659 13.5803 16.3800  0.071
59 H 3.4905 14.9927 16.1808  0.064
60 H 5.2452 17.3293 19.1076  0.071
61 H 4.9963 16.7691 20.8085  0.092
62 H 5.5206 18.4355 20.4563  0.079
63 H 3.1937 18.8629 18.0493  0.075
64 H 4.0739 19.8936 19.1927  0.072
65 H 2.3149 19.7823 19.4260  0.101
66 H 2.8566 17.6407 22.1795  0.073
67 H 1.8085 18.7842 21.4154  0.082
68 H 3.4501 19.2604 21.9224  0.088
69 H -1.3307 17.6645 23.4016  0.067
70 H -2.1708 18.3046 24.7463  0.085
71 H -2.8245 16.8123 23.9478  0.088
72 H 0.6010 18.0221 24.8225  0.081
73 H 1.0267 16.7684 26.0281  0.083
74 H -0.2006 18.0844 26.4575  0.094
75 H -2.3015 14.9749 25.9650  0.103
76 H -2.2680 16.4769 26.9884  0.092
77 H -0.9467 15.3670 27.0797  0.072
78 O -0.6372 10.7689 24.7305  -0.131
79 N -1.5250 11.5539 25.0832  -0.622
80 O -1.6360 12.0475 26.1747  -0.007
81 O -2.4441 11.8108 24.2101  -0.293
82 Br 0.2506 7.6546 22.5567  -0.692
83 F -5.8385 12.6131 15.7594  0.085
84 C -4.6308 12.2358 15.2779  -0.209
85 C -3.8226 11.3223 15.9421  -0.126
86 C -2.5961 11.0556 15.3273  -0.176
87 F -1.7616 10.0986 15.8698  0.060
88 C -2.1568 11.7436 14.1914  -0.137
89 F -0.8943 11.6059 13.7323  0.098
90 C -3.0112 12.5780 13.5128  -0.131
91 F -2.6332 13.1004 12.3383  0.107
92 C -4.3077 12.7554 14.0410  -0.175
93 F -5.1340 13.5465 13.4192  0.133
94 Ge -4.1952 10.5600 17.7444  0.548
95 S -2.9092 11.4084 19.1797  0.134
96 C -4.3722 8.6782 17.2247  -0.131
97 C -5.0674 8.3951 16.0737  -0.239
98 F -5.8397 9.3095 15.4744  0.101
99 C -5.2283 7.0748 15.6968  -0.140
100 F -6.0390 6.7495 14.6725  0.097
101 C -4.7077 6.0538 16.4523  -0.149
102 F -4.9990 4.7811 16.1929  0.121
103 C -3.8814 6.3360 17.5278  -0.108
104 F -3.3111 5.3044 18.2155  0.098
105 C -3.6976 7.6548 17.9168  -0.187
106 F -2.9015 7.9540 18.9625  0.092
107 C -6.0295 11.1046 18.3215  -0.121
108 C -7.1372 10.2793 18.5302  -0.184
109 F -7.0753 8.9295 18.6111  0.087
110 C -8.3941 10.8307 18.8078  -0.164
111 F -9.4633 10.0585 18.8656  0.120
112 C -8.5584 12.1880 18.8955  -0.143
113 F -9.7563 12.7734 19.0047  0.115
114 C -7.4360 12.9873 18.8235  -0.148
115 F -7.5984 14.3097 19.0116  0.090
116 C -6.1838 12.4761 18.5407  -0.241
117 F -5.2015 13.3775 18.2744  0.049

Calculated values
Calculated total energy, hartree: -10137.7649
Highest occupied orbital energy, hartree: -0.0860
Orbital gap, eV: 5.55
Spin multiplicity: 1
Energy above the lowest of the compared OMol25 structures with the same formula, charge and spin, eV: 0.000
Charge: -2

Which value of calculated total energy does entry 2 give? -286.4711 hartree